# 1
C27H28AuN3O3S4 | ωB97M-V/def2-TZVPD

Output
- Spin multiplicity: 1
- LUMO energy: -0.2953 hartree
- F_max: 0.53 eV Å⁻¹
- E_HOMO: -14.1701 eV
- DFT total energy: -3163.54476 Eh
- Total charge: +2

The geometry in XYZ format:
```
66
C27H28AuN3O3S4 | OMol25 | ωB97M-V/def2-TZVPD
Au -0.2622 1.7411 2.1053
S -1.0347 0.7137 0.1812
C 0.2992 -0.2421 -0.2768
N 0.1833 -1.2841 -1.0439
C 1.3935 -1.9679 -1.5299
C 2.4434 -0.9337 -1.8221
N 2.6777 -0.1388 -0.6000
C 4.0897 0.2285 -0.3170
C 4.9046 -1.0107 -0.0586
C 5.9244 -1.3680 -0.9317
C 6.6693 -2.5160 -0.6948
C 6.3878 -3.3088 0.4071
C 5.3675 -2.9539 1.2822
C 4.6285 -1.8055 1.0518
C 1.6773 0.1656 0.1631
S 1.8750 1.0236 1.6418
C -1.1134 -1.8316 -1.5261
C -1.3075 -1.5073 -2.9842
C -1.2750 -2.5279 -3.9278
C -1.4727 -2.2370 -5.2706
C -1.7012 -0.9280 -5.6674
C -1.7300 0.0938 -4.7257
C -1.5365 -0.1924 -3.3843
H 1.1263 -2.5063 -2.4371
H 1.7236 -2.6795 -0.7688
H 2.1271 -0.2525 -2.6161
H 3.3860 -1.4003 -2.0984
H 4.0948 0.9196 0.5227
H 4.4431 0.7627 -1.2004
H 6.1520 -0.7440 -1.7885
H 7.4703 -2.7861 -1.3691
H 6.9679 -4.2028 0.5910
H 5.1615 -3.5656 2.1501
H 3.8487 -1.5203 1.7517
H -1.9050 -1.4363 -0.8915
H -1.0469 -2.9088 -1.3681
H -1.1118 -3.5541 -3.6169
H -1.4540 -3.0330 -6.0023
H -1.8718 -0.7032 -6.7115
H -1.9203 1.1132 -5.0326
H -1.5996 0.6138 -2.6632
O -5.0159 3.5948 -0.9731
S -4.1552 2.5306 -0.5996
O -3.4929 1.7286 -1.5915
N -2.9350 3.0929 0.4276
C -2.9775 2.4379 1.5240
O -2.0428 2.6142 2.4669
C -4.0752 1.4646 1.7275
C -4.3606 0.6591 2.8144
C -5.4858 -0.1553 2.7401
C -6.2985 -0.1513 1.6110
C -6.0082 0.6565 0.5137
C -4.8879 1.4509 0.6034
H -3.7418 0.6725 3.7020
H -5.7442 -0.7906 3.5762
H -7.1779 -0.7808 1.5892
H -6.6412 0.6657 -0.3632
C 1.5556 3.6626 4.2074
S 0.3563 2.3156 4.3145
C -1.0404 3.1973 5.0304
H 1.1372 4.4984 3.6524
H 2.4541 3.2853 3.7242
H 1.7948 3.9586 5.2271
H -0.6895 3.5557 5.9976
H -1.8537 2.4911 5.1656
H -1.3541 4.0162 4.3899
```

***

# 2
C4H15NO2 | ωB97M-V/def2-TZVPD

Output
- Spin multiplicity: 2
- LUMO energy (alpha / beta): 0.1016 / 0.0977 hartree
- ⟨S²⟩: 0.75
- F_max: 6.29 eV Å⁻¹
- E_HOMO (alpha / beta): 1.2998 / -6.2308 eV
- Energy relative to the best compared isomer or geometry (same formula, charge and spin): 284.89 kJ/mol
- DFT total energy: -366.48201 Eh
- Total charge: -1

The geometry in XYZ format:
```
22
C4H15NO2 | OMol25 | ωB97M-V/def2-TZVPD
C 1.6136 0.1383 -0.9161
N 1.9867 0.4093 0.4109
C 3.4624 -1.4828 1.0051
C 2.1966 -0.7777 1.2558
C 1.1274 -1.9173 1.1913
H 1.7880 -0.9243 -1.2093
H 2.0212 0.7099 -1.7606
H 0.4465 0.1742 -1.0787
H 2.8863 0.7027 0.3903
H 3.3302 -2.0860 0.0811
H 4.1359 -2.0812 1.7012
H 4.3957 -0.9299 0.5157
H 2.0566 -0.4654 2.2542
H 0.9688 -2.2581 0.0702
H 0.1963 -1.5244 1.5694
H 1.6517 -2.7376 1.6752
H -4.0095 3.7305 -2.3600
H -4.8623 2.4781 -3.0033
O -4.0849 2.6941 -2.3628
H -7.2666 1.6086 0.8616
H -7.0511 2.6967 -0.2699
O -6.9897 1.8422 -0.0216
```

***

# 3
C4H4O2 | ωB97M-V/def2-TZVPD

Output
- Spin multiplicity: 1
- LUMO energy: -0.0086 hartree
- F_max: 0.73 eV Å⁻¹
- E_HOMO: -8.8196 eV
- Energy relative to the best compared isomer or geometry (same formula, charge and spin): 560.10 kJ/mol
- DFT total energy: -305.06613 Eh

The geometry in XYZ format:
```
10
C4H4O2 | OMol25 | ωB97M-V/def2-TZVPD
O -0.0704 1.9589 0.8638
C -0.3048 0.8928 0.3801
C -1.2859 -0.1202 0.0234
C 0.1926 -0.5521 0.1895
O 0.8167 -0.9303 -1.0179
C 1.5241 0.2439 -1.0679
H -1.6094 -0.1664 -1.0147
H -2.0187 -0.4397 0.7620
H 0.5260 -1.0948 1.0731
H 2.2296 0.2079 -0.1914
```

***

# 4
C16H18BFN6Pt | ωB97M-V/def2-TZVPD

Output
- Spin multiplicity: 5
- LUMO energy (alpha / beta): -0.2073 / -0.3766 hartree
- ⟨S²⟩: 6.04
- F_max: 3.29 eV Å⁻¹
- E_HOMO (alpha / beta): -14.7178 / -14.8884 eV
- Energy relative to the best compared isomer or geometry (same formula, charge and spin): 226.77 kJ/mol
- DFT total energy: -1192.24581 Eh
- Total charge: +2

The geometry in XYZ format:
```
43
C16H18BFN6Pt | OMol25 | ωB97M-V/def2-TZVPD
H 0.9518 3.4119 0.2291
N 0.4463 1.7149 -0.9230
B -0.7118 0.3509 -2.9787
N -0.1359 1.5737 -2.1850
C 0.1286 2.7094 -2.8669
Pt 1.4304 0.4791 0.3592
H -0.0302 2.7504 -3.9230
C 0.5644 3.6687 -1.9829
H 0.7517 4.7068 -2.2166
C 0.6901 3.0427 -0.7656
H -0.5948 0.5265 -4.1744
C -2.7774 -2.7816 3.1750
H -2.1894 -3.2875 3.9484
H -2.0862 -2.2487 2.5147
H -3.2966 -3.5479 2.5891
N -2.2957 -0.0226 -2.7638
N 0.3364 -0.6687 -2.4493
N -2.5571 -0.1942 -1.4624
N 0.9366 -0.7480 -1.1910
C -3.4823 -0.2584 -3.4482
C 1.0539 -1.4509 -3.2934
H -3.5478 -0.1475 -4.5180
H 0.9442 -1.3906 -4.3496
C -4.4631 -0.6131 -2.4950
C 1.9166 -2.2430 -2.5361
C -3.8118 -0.5453 -1.2528
C 1.7774 -1.8011 -1.2226
H -5.4910 -0.8839 -2.6341
H 2.5635 -3.0167 -2.8751
H -4.1406 -0.7108 -0.2338
H 2.2469 -2.0935 -0.2933
H -3.4621 -2.1230 3.6126
F 3.5974 1.0751 6.0708
C 3.0324 0.7041 4.8756
C 3.8746 0.5721 3.7761
C 3.2766 0.3989 2.5323
C 1.8936 0.3873 2.3548
C 1.0932 0.3766 3.5230
C 1.6618 0.5436 4.8060
H 4.9486 0.6351 3.8884
H 3.8690 0.3069 1.6322
H 0.0214 0.2699 3.4236
H 1.0660 0.5726 5.7238
```